(1)
DFT (ωB97M-V/def2-TZVPD) results for a gas-phase ion, CH3O2S3 (charge -1) at a distorted geometry.

XYZ file:
```
9
CH3O2S3, DFT ωB97M-V/def2-TZVPD
C 0.50 1.55 0.08
O 1.13 -2.53 0.30
O -2.07 -1.35 -0.08
S 0.73 -0.49 -0.07
S -1.31 1.76 0.13
S -1.27 -0.24 -0.70
H 0.98 2.03 0.87
H 0.98 2.23 -0.68
H 0.32 -2.97 0.16
```

## Properties
E_HOMO (spin up / spin down)   -3.590 / -3.590 eV
Total charge   -1
Strongest force on any atom   0.0500 hartree/bohr
E_LUMO (spin up / spin down)   3.184 / 3.184 eV
Relative energy (zero: lowest compared OMol25 entry of this formula, charge and spin)   72.0 kcal per mole
Calculated total energy   -37684.52890 eV
Orbital gap (spin up / spin down)   6.774 / 6.775 eV



(2)
DFT (ωB97M-V/def2-TZVPD) results for 3 unconnected molecules or ions with the total composition C20H49FN2P at a distorted geometry.

XYZ file:
```
73
C20H49FN2P, DFT ωB97M-V/def2-TZVPD
C -4.30 1.13 -0.02
C -3.81 -0.27 0.69
C -3.16 -1.35 -0.36
C -1.50 -1.20 -0.53
P -1.08 0.31 -1.69
F -2.54 0.63 -2.61
C -0.52 1.71 -0.53
C 1.05 1.41 -0.11
C -0.64 3.22 -1.16
C -0.61 3.30 -2.79
H -4.81 0.89 -1.06
H -3.30 1.73 -0.28
H -5.01 1.79 0.65
H -3.07 0.04 1.56
H -4.77 -0.78 1.18
H -3.37 -2.45 0.05
H -3.71 -1.31 -1.41
H -0.99 -1.01 0.53
H -1.01 -2.21 -0.93
H 0.03 -0.03 -2.56
H -1.15 1.69 0.48
H 1.57 2.31 0.44
H 1.63 1.12 -1.11
H 1.13 0.42 0.56
H -1.57 3.79 -0.69
H 0.32 3.83 -0.78
H -0.56 4.47 -3.07
H 0.41 2.85 -3.21
H -1.56 2.89 -3.33
C 4.62 3.30 1.03
C 4.98 4.63 1.70
N 4.22 5.78 1.20
C 4.76 7.06 1.65
C 4.71 7.36 3.15
C 2.76 5.66 1.25
C 2.12 5.41 2.61
H 4.74 3.36 -0.06
H 5.29 2.51 1.39
H 3.60 2.99 1.26
H 6.05 4.80 1.51
H 4.87 4.51 2.79
H 4.25 7.88 1.11
H 5.80 7.13 1.33
H 3.70 7.62 3.48
H 5.35 8.22 3.37
H 5.08 6.53 3.75
H 2.46 4.84 0.58
H 2.31 6.55 0.80
H 2.65 4.66 3.20
H 1.09 5.05 2.47
H 2.05 6.33 3.19
C -1.20 -9.12 -1.85
C -0.84 -7.80 -1.18
N -1.60 -6.65 -1.68
C -1.06 -5.36 -1.23
C -1.11 -5.06 0.26
C -3.06 -6.77 -1.64
C -3.70 -7.01 -0.27
H -1.08 -9.06 -2.94
H -0.53 -9.91 -1.49
H -2.22 -9.43 -1.63
H 0.23 -7.63 -1.37
H -0.95 -7.91 -0.10
H -1.57 -4.55 -1.77
H -0.02 -5.30 -1.56
H -2.12 -4.80 0.59
H -0.47 -4.20 0.49
H -0.74 -5.90 0.87
H -3.36 -7.58 -2.31
H -3.51 -5.87 -2.08
H -3.17 -7.76 0.32
H -4.73 -7.37 -0.42
H -3.77 -6.09 0.31
```

## Properties
E_HOMO   -10.083 eV
Total charge   +1
Strongest force on any atom   0.0943 hartree/bohr
E_LUMO   -4.346 eV
Relative energy (zero: lowest compared OMol25 entry of this formula, charge and spin)   74.9 kcal per mole
Calculated total energy   -36510.42592 eV
Orbital gap   5.737 eV



(3)
DFT (ωB97M-V/def2-TZVPD) results for a molecular structure, C22H50Cl2N2O2PPtS2Sb at a distorted geometry.

XYZ file:
```
83
C22H50Cl2N2O2PPtS2Sb, DFT ωB97M-V/def2-TZVPD
Pt 1.28 1.12 0.30
C -1.81 -5.78 -2.68
C -0.56 -5.15 -2.21
C 0.54 -4.96 -3.19
Sb -1.07 -2.87 -1.47
C -1.10 -1.71 -3.53
C -1.12 -0.25 -3.21
C -2.27 -2.21 -4.32
C -3.02 -3.19 -0.07
C -2.79 -4.42 0.75
C -4.26 -3.13 -0.90
H -1.61 -6.86 -2.80
H -2.14 -5.42 -3.65
H -2.62 -5.71 -1.96
H -0.23 -5.50 -1.23
H 0.19 -4.56 -4.14
H 0.97 -5.95 -3.42
H 1.36 -4.36 -2.80
H -0.15 -2.02 -3.97
H -2.05 0.06 -2.73
H -1.04 0.29 -4.15
H -0.28 0.06 -2.58
H -3.22 -1.89 -3.90
H -2.26 -3.29 -4.45
H -2.22 -1.77 -5.32
H -2.88 -2.28 0.53
H -2.86 -5.34 0.16
H -3.59 -4.48 1.49
H -1.85 -4.40 1.29
H -4.40 -4.00 -1.53
H -4.32 -2.22 -1.49
H -5.11 -3.10 -0.21
Cl 1.85 -1.09 -1.34
C 3.44 -1.69 -1.90
Cl 4.50 -2.04 -0.51
H 3.89 -0.94 -2.54
H 3.28 -2.62 -2.45
C 5.23 2.82 -1.34
C 3.72 2.50 -1.30
N 3.31 2.25 0.08
C 3.39 3.52 0.82
C 4.80 4.14 0.65
N 5.68 3.11 0.04
C 5.63 1.87 0.84
C 4.22 1.28 0.71
H 5.43 3.68 -1.99
H 5.82 1.98 -1.72
H 3.51 1.62 -1.91
H 3.14 3.32 -1.70
H 3.17 3.33 1.87
H 2.64 4.21 0.43
H 5.20 4.44 1.62
H 4.77 5.02 0.01
H 6.64 3.47 0.02
H 5.88 2.10 1.88
H 6.38 1.17 0.46
H 3.83 1.01 1.70
H 4.23 0.37 0.10
C -3.99 1.18 3.82
C -2.69 0.61 4.32
C -2.86 -0.72 5.01
O -1.76 0.37 3.17
P -1.02 1.41 2.29
S -1.02 0.69 0.33
S 1.00 1.66 2.69
O -1.76 2.75 2.52
C -1.45 4.10 2.07
C -2.03 4.29 0.68
C -2.05 5.02 3.11
H -4.66 1.31 4.67
H -4.46 0.49 3.12
H -3.87 2.15 3.35
H -2.18 1.32 4.98
H -3.37 -1.44 4.36
H -3.48 -0.57 5.89
H -1.92 -1.14 5.33
H -0.35 4.20 2.04
H -3.11 4.13 0.69
H -1.59 3.58 -0.03
H -1.84 5.30 0.33
H -3.13 4.88 3.15
H -1.86 6.06 2.86
H -1.64 4.82 4.09
```

## Properties
E_HOMO (spin up / spin down)   -18.973 / -18.973 eV
Total charge   +4
Strongest force on any atom   0.0514 hartree/bohr
E_LUMO (spin up / spin down)   -14.321 / -14.319 eV
Calculated total energy   -96449.45768 eV
Orbital gap (spin up / spin down)   4.652 / 4.654 eV



(4)
DFT (ωB97M-V/def2-TZVPD) results for C4H10N2O in the gas phase at a distorted geometry.

XYZ file:
```
17
C4H10N2O, DFT ωB97M-V/def2-TZVPD
C -1.21 1.67 -2.10
N -0.29 1.50 -0.98
C -0.21 0.14 -0.55
C 0.29 -0.10 0.83
O 0.06 0.78 1.68
N 1.06 -1.20 1.03
C 0.64 -2.47 0.57
H -0.84 2.42 -2.88
H -1.22 0.76 -2.74
H -2.31 1.66 -1.85
H -0.70 1.99 -0.18
H 0.20 -0.65 -1.16
H -1.27 -0.11 -0.59
H 1.79 -1.24 1.68
H 1.22 -3.27 1.10
H 0.62 -2.65 -0.57
H -0.41 -2.63 0.94
```

## Properties
E_HOMO   -8.893 eV
SMILES   CNCC(=O)NC
Total charge   0
Strongest force on any atom   0.0709 hartree/bohr
E_LUMO   0.818 eV
Relative energy (zero: lowest compared OMol25 entry of this formula, charge and spin)   59.4 kcal per mole
Calculated total energy   -9336.41124 eV
Orbital gap   9.712 eV



(5)
DFT (ωB97M-V/def2-TZVPD) results for 2 unconnected molecules or ions with the total composition C12H18ClF at a distorted geometry.

XYZ file:
```
32
C12H18ClF, DFT ωB97M-V/def2-TZVPD
C 2.19 0.19 1.04
C 1.24 -1.04 1.26
C 0.23 1.54 0.97
C -1.92 0.14 1.49
C 1.39 1.12 0.17
C -0.73 0.29 0.93
C 0.12 -0.76 0.28
C 0.79 0.10 -0.86
C -4.56 1.48 0.11
C -0.54 -2.02 -0.12
C 1.91 -0.62 -1.60
C -0.20 0.66 -1.84
F -3.62 1.91 -0.73
Cl -4.78 -0.18 0.01
H 2.51 0.58 2.00
H 3.01 -0.10 0.38
H 1.86 -1.93 1.21
H 0.85 -0.92 2.25
H 0.57 1.67 1.95
H -0.17 2.58 0.76
H -2.44 1.04 2.08
H -2.48 -0.70 1.31
H 1.98 1.90 -0.23
H -0.89 -2.63 0.61
H 0.05 -2.69 -0.68
H -1.28 -1.88 -0.90
H 1.50 -1.41 -2.26
H 2.80 -0.93 -1.01
H 2.27 0.24 -2.25
H 0.15 1.56 -2.44
H -1.17 0.89 -1.40
H -0.67 -0.08 -2.46
```

## Properties
E_HOMO   -9.158 eV
Total charge   0
Strongest force on any atom   0.0891 hartree/bohr
E_LUMO   -0.441 eV
Relative energy (zero: lowest compared OMol25 entry of this formula, charge and spin)   0.9 kcal per mole
Calculated total energy   -27971.19070 eV
Orbital gap   8.717 eV



(6)
DFT (ωB97M-V/def2-TZVPD) results for a molecular structure, C22H51NO6S4 at a distorted geometry.

XYZ file:
```
84
C22H51NO6S4, DFT ωB97M-V/def2-TZVPD
C -5.58 1.24 1.65
C -4.45 0.37 2.15
N -3.41 -0.09 1.19
C -2.80 1.22 0.72
C -2.37 -0.87 1.88
C -2.75 -2.32 2.07
C -4.06 -0.71 -0.03
C -3.07 -1.20 -1.00
O -3.76 -1.81 -2.06
C -3.09 -2.66 -3.03
H -6.07 1.30 0.64
H -4.94 2.20 1.57
H -6.53 1.37 2.19
H -5.07 -0.64 2.58
H -4.00 0.66 3.14
H -2.60 1.88 1.60
H -3.58 1.73 0.10
H -1.85 1.20 0.15
H -1.99 -0.37 2.73
H -1.46 -1.02 1.33
H -3.08 -3.03 1.20
H -3.58 -2.37 2.79
H -1.75 -2.86 2.33
H -4.84 -0.01 -0.55
H -4.64 -1.46 0.40
H -2.44 -1.80 -0.68
H -2.50 -0.50 -1.42
H -3.52 -3.56 -3.61
H -2.13 -2.84 -2.47
H -2.57 -2.04 -3.88
O 0.78 0.80 0.00
H 1.49 0.38 0.29
C 1.32 -2.52 -0.20
S 2.01 -1.70 -1.53
O 2.98 -2.75 -2.01
C 0.69 -1.74 -2.55
H 0.43 -2.19 0.20
H 2.13 -2.43 0.54
H 0.94 -3.44 -0.56
H 0.78 -1.27 -3.42
H -0.15 -1.47 -2.07
H 0.53 -2.76 -2.77
C -1.19 1.76 -3.28
S -1.04 3.56 -3.36
O -2.38 3.96 -3.98
C -1.24 3.85 -1.61
H -0.92 1.35 -4.28
H -2.34 1.48 -2.87
H -0.49 1.37 -2.55
H -1.28 4.82 -1.23
H -0.57 3.38 -0.95
H -2.27 3.27 -1.55
C 2.67 3.42 -0.88
S 2.29 2.47 -2.27
O 1.89 3.44 -3.30
C 3.99 1.97 -2.80
H 3.41 4.07 -1.24
H 2.89 2.71 -0.15
H 1.80 3.95 -0.48
H 4.47 2.79 -3.05
H 3.73 1.38 -3.74
H 4.48 1.41 -2.06
C 1.82 -1.64 2.14
S 0.27 -1.06 1.42
O -0.53 -2.37 1.21
C -0.43 -0.23 2.72
H 2.48 -2.12 1.67
H 1.76 -2.35 2.91
H 2.18 -0.53 2.54
H 0.21 0.68 3.07
H -0.62 -1.01 3.68
H -1.41 0.22 2.42
C 7.01 -0.57 2.10
C 6.09 0.50 2.79
C 4.68 0.47 2.48
C 4.23 -0.45 1.50
C 5.08 -1.37 0.84
C 6.52 -1.48 1.24
H 8.10 -0.57 2.29
H 6.18 1.03 3.76
H 4.14 1.08 3.09
H 2.96 -0.42 1.40
H 4.69 -2.03 0.13
H 7.25 -2.08 0.63
```

## Properties
E_HOMO   -6.697 eV
Total charge   0
Strongest force on any atom   0.2214 hartree/bohr
E_LUMO   -0.268 eV
Relative energy (zero: lowest compared OMol25 entry of this formula, charge and spin)   249.8 kcal per mole
Calculated total energy   -80728.30255 eV
Orbital gap   6.429 eV